1.
15
Properties=species:S:1:pos:R:3 method="wB97M-V/def2-TZVPD" de_lowest_kj_mol=1125.7 e_tot_ha=-341.574894 fmax_ev_per_a=6.29
H -1.05773 0.45297 -0.08507
H 0.81257 1.22409 -2.11747
C -1.02171 0.07029 0.97805
H 0.42903 0.53304 2.59805
H 1.95906 -1.25100 1.00371
H -3.70416 0.19630 -1.49972
C 1.57545 -0.25486 0.83938
N 2.28721 0.45216 -0.12605
H -1.47426 -0.91343 0.68569
C 1.71135 -0.28156 -1.20584
C 0.37429 0.09420 1.60074
H -1.80631 0.53001 1.51343
N 0.79521 0.20058 -2.12025
H 2.11236 -1.34544 -1.17965
O -2.99236 0.29267 -0.88500

***

2.
104
Properties=species:S:1:pos:R:3 method="wB97M-V/def2-TZVPD" e_tot_ha=-3299.145094 charge=+3 fmax_ev_per_a=4.80
P 0.85027 -0.87892 2.18214
C 1.30806 0.75132 -2.99006
H -3.99018 1.66373 2.47769
C 0.75154 1.20302 4.01098
C -1.21226 -0.21425 3.93161
H 1.85479 -3.51185 3.03816
H -2.82265 -4.05828 1.50379
H 5.83314 -1.14803 1.72783
C 5.15323 -1.30244 3.74477
H 4.19468 1.84266 -1.38747
H 0.25216 6.51944 3.04159
H 5.19931 -0.20068 -2.05497
H 0.65418 0.89077 -2.10273
H -2.61782 5.25090 -3.91747
C 4.54570 -0.99537 -1.69652
C 2.77961 -1.20495 4.05049
C 2.77041 0.66138 -2.56224
N -2.51928 3.53994 1.12671
O -0.44528 2.04454 0.45388
F -3.30312 -3.93953 -2.80812
H 1.74813 1.44578 3.66143
H -4.16897 3.17282 -0.13157
C 0.11860 -2.52813 2.22050
C -2.49678 3.21419 2.56435
H -1.31630 6.07284 -3.05873
C -1.96014 -0.87086 -1.51040
H -2.69489 5.48439 -1.19139
C -0.83909 4.01328 -3.53131
F -2.34151 0.40347 -1.32916
C -2.84304 -1.75749 -2.10124
F -4.03709 -1.34879 -2.49528
H -1.76474 -1.82980 1.43758
C -1.09055 1.60590 5.49890
C -0.34981 -2.60026 -1.27571
C -1.20499 -2.68576 1.79384
H 3.39299 0.63155 -3.46015
H -1.73510 -1.07400 3.53936
H 0.78773 -5.72547 3.08892
C -3.90735 2.69783 2.81844
C 3.16239 1.89153 -1.73893
H 6.15234 -1.39700 4.14781
H -0.10182 4.33002 -4.26468
H 2.49946 -1.46609 -2.28901
N 2.63708 -0.62125 -0.39485
C 3.69853 -1.01262 1.82424
C 0.17850 1.93612 5.03406
H -3.29658 4.03073 -1.99968
H -1.51695 -6.01904 2.25543
H 1.78842 3.54405 1.03818
F -0.85539 -4.78067 -1.98732
C 1.18912 4.21019 1.66123
H 0.54389 4.47497 -1.94150
H -2.31621 4.12263 3.15254
C -1.78226 0.53482 4.94850
C 3.63909 -0.90852 0.36340
C 0.83725 -3.62658 2.68920
C -2.41040 4.65169 -1.83658
C -4.75333 3.61889 1.93476
H 4.17214 -1.47762 5.64961
F 0.85945 -3.01508 -0.87586
C -3.88944 3.84086 0.68765
H 4.81556 -1.92522 -2.19002
H 1.92539 -1.25112 4.71247
H 0.25343 2.72996 -2.09844
H 0.99263 3.69424 2.60841
C 2.58506 -1.02691 2.68055
C -0.38800 5.94480 1.05090
P -1.09072 3.37345 0.32499
H -1.70821 2.49151 2.78190
C -1.20669 -3.51495 -1.85414
H -2.76126 0.26416 5.32116
H 2.51022 1.98503 -0.86416
C -1.79709 -3.93506 1.82710
C -0.20941 3.71267 -2.17689
C 0.06725 0.10652 3.47062
H -4.93159 4.56869 2.43920
C -1.06839 -5.03466 2.26619
O 4.76562 -1.14856 -0.27496
N -0.09065 4.51070 1.01798
H 2.45966 5.58201 2.78316
C 0.23524 -4.87519 2.71277
H 0.89263 7.55313 1.76653
N -1.34835 3.82522 -1.24139
H -0.25587 6.37881 0.05172
C 0.63945 6.52777 2.02216
C -0.70380 -1.26900 -1.09003
H -1.36585 3.13549 -3.90865
C 4.97316 -1.15351 2.38040
C 4.05239 -1.34444 4.58293
Pt 0.60447 -0.04307 -0.02328
H 0.98075 -0.15089 -3.50634
H 2.45705 5.84992 1.04072
H -1.53923 2.17569 6.30272
C -1.83521 5.12024 -3.17489
H 3.05333 2.79332 -2.34122
H -1.41999 6.11950 1.36001
C 1.83490 5.57605 1.89342
H 1.15147 1.60368 -3.65120
H -3.98432 4.86571 0.32399
C -2.46544 -3.08610 -2.26819
C 3.05049 -0.65474 -1.80733
H -5.72042 3.19169 1.68228
H 0.72543 2.75440 5.48435
H -4.18196 2.75227 3.86886

***

3.
15
Properties=species:S:1:pos:R:3 method="wB97M-V/def2-TZVPD" de_lowest_kj_mol=193.6 e_tot_ha=-764.358742 fmax_ev_per_a=4.16
C -1.08529 0.26875 1.33218
H 1.57679 2.09176 -0.57246
N -1.38625 -1.32427 -0.47608
N 1.16728 1.27107 -1.00931
C 0.91996 0.23228 -0.11901
H -1.57776 0.61143 2.23061
H 0.43376 -2.00002 -1.15146
H 1.73071 0.98520 -1.79970
H -0.29395 -0.61565 -2.04142
H 0.72187 1.22882 1.81577
H -2.82888 -0.92351 0.84867
Cl 2.43739 -0.67472 0.40990
C 0.17891 0.62924 1.09185
C -0.16957 -1.10205 -1.07985
C -1.82498 -0.67835 0.52033

***

4.
42
Properties=species:S:1:pos:R:3 method="wB97M-V/def2-TZVPD" e_tot_ha=-1070.793336 smiles=COC[C@@H](I)OC.C1CCOC1.C1CCOC1 fmax_ev_per_a=0.45
H -0.85881 3.50479 2.56009
H -0.21345 3.45218 4.18810
H -3.08976 1.47975 3.11215
H 4.39817 -0.79840 -2.74972
I -2.07664 -0.95309 3.42716
C 4.41979 0.07260 -2.09069
O -3.06156 1.72460 0.68682
H -0.64451 -3.57638 -2.58522
C -1.04462 3.13925 3.56618
H -1.95032 3.60338 3.96069
H -1.36644 -1.29620 -2.80142
O 3.35933 -0.68067 -0.11821
C -3.01172 3.08615 0.32729
C -0.28726 -2.47949 -0.07793
C -2.08836 1.14067 2.85365
C -1.89432 1.23102 1.32492
C -1.63155 -1.79486 -1.86806
H -2.72807 3.73025 1.15954
H 0.76473 -2.65929 -0.32379
C 4.64687 -0.36369 -0.64973
H -2.07734 -3.66906 0.10633
H -2.30257 3.26391 -0.48388
H -3.99992 3.38397 -0.00735
H -1.02129 1.83879 1.09069
O -0.74612 -1.35104 -0.83512
H 2.51242 0.74835 -2.96349
C 2.33888 -0.21354 -1.00744
C -1.48367 -3.30805 -1.93900
H 1.88972 -1.07719 -1.50547
C -1.16101 -3.65454 -0.48856
H 3.10271 1.71527 -1.60706
H 5.08307 0.44561 -0.05367
H 5.29193 -1.23913 -0.56648
H 1.56228 0.29008 -0.43295
H -1.70226 0.25052 0.90672
H -2.37751 -3.79942 -2.32023
H -0.35865 -2.24979 0.98417
C 3.03176 0.70112 -2.00750
H 5.19031 0.75259 -2.45127
H -2.65371 -1.50730 -1.59933
O -1.10065 1.72955 3.64491
H -0.65984 -4.61328 -0.36585

***

5.
124
Properties=species:S:1:pos:R:3 method="wB97M-V/def2-TZVPD" e_tot_ha=-12040.148564 fmax_ev_per_a=4.58
O 1.56850 -3.43105 -7.76178
C 1.93923 -1.57152 1.08462
H -7.02052 -5.03354 -0.85103
H 4.65364 -2.72746 -1.52638
C -6.05030 -4.57337 -0.51134
F -2.03299 3.96802 5.64436
F 2.25732 -0.98684 2.30382
C 0.25826 -5.55206 3.71623
N 1.56913 1.12253 4.43091
F 3.87622 2.75702 -0.28143
C 1.44163 1.74917 3.24723
H -2.72800 -0.78815 -1.20196
Cl 1.57070 3.09356 -5.26260
C 0.59076 6.16038 2.35583
H 0.21198 3.37544 -3.43478
H 0.83614 -0.91727 -5.64267
Cl 1.17766 1.25741 -3.09453
O -4.59730 -2.06319 -4.18577
C -0.80492 4.64762 5.33884
F 0.16463 3.75971 5.47475
C -5.53161 -2.66154 4.16745
Cl 5.92569 -2.18242 2.12016
H -6.10814 -4.48215 0.58406
C 0.48122 -1.49317 0.75333
C 7.41598 1.52332 -1.66242
H 4.91894 -0.08429 2.30870
H -5.45611 -1.74160 3.62736
C 1.74851 -1.48319 -5.79746
H -3.93235 4.31752 -1.32843
H -5.31978 -5.38930 -0.78529
H -4.80419 -2.88914 -0.73646
Cl 7.12168 0.39289 3.06821
H 2.00595 5.83285 0.72386
H 2.71995 6.46769 2.10614
C -2.21029 -0.32012 2.06329
H 1.93581 2.70502 3.29143
H -2.77095 0.68843 -2.26490
Cl -1.16149 2.18419 -4.85188
H 0.57826 -4.20405 -4.30430
H 0.70484 -2.56994 -3.61036
C -2.35893 -1.16752 -3.33117
C 1.19711 -3.31593 -4.23696
C 5.63116 -0.58802 2.92449
H -0.29144 6.02764 1.76088
H 0.62660 7.27342 2.65330
Cl 6.96689 -2.20356 -1.83484
C -3.01693 -0.41583 -2.18101
C -7.55348 -0.41469 0.62407
H -1.64727 0.27636 2.77376
C -3.50490 4.00141 -0.42035
H 2.45134 -1.23519 -5.00300
H -4.14548 -0.54881 -2.08290
O 0.12529 -1.34170 -0.39053
O 0.78594 1.36462 2.28760
C 6.27821 2.95220 -0.19500
O -5.22454 -1.20361 0.77181
Cl 4.84968 -0.78830 4.46008
H 7.44472 2.97517 -3.22571
Cl -5.52888 -4.03558 3.10706
Cl 0.06109 -5.24986 1.95523
Cl -3.08760 5.49131 0.39866
F -7.35475 0.42614 1.62165
F -7.82600 0.28678 -0.52170
Cl -2.06948 3.07330 -0.87412
H 0.92314 -4.79479 -6.31835
H 1.68050 1.86337 6.44385
H -5.80318 -3.01360 -2.13505
F -5.42420 -1.85267 -6.86617
H -2.05424 -1.98123 0.67252
F -0.74797 5.59537 6.35229
C -1.69970 -1.69437 1.70076
H 2.20052 4.73869 1.98847
Cl -4.23211 -2.90186 5.33709
C -4.04285 -1.28017 -4.92131
C -4.51522 -0.98525 -6.35509
F 4.72061 2.54663 1.64622
C -5.77591 -3.21807 -1.04466
H -3.23562 -0.44390 2.50603
Cl 4.55116 -0.80709 -2.63092
Cl 5.20718 -3.41298 -3.66658
Cl 1.94900 -5.41965 4.16335
Cl -7.01936 -2.57580 5.05051
H 0.53532 -0.21035 5.64060
C 1.94934 5.77514 1.74703
O -6.76240 -2.29601 -0.41504
F -5.08946 0.21284 -6.30973
N 1.36665 -2.88436 -5.55890
H 2.59630 2.79242 5.20075
O 7.14984 3.72875 -0.11454
H 2.11800 -1.29199 -6.83830
F 2.63405 -1.04575 0.09857
C 1.33067 -3.77477 -6.63816
H 3.27779 1.29776 5.73717
C 0.98393 -0.21719 4.71088
H -0.45309 -4.89737 4.27111
C -6.31930 -1.33587 0.34370
O 0.35039 5.40818 3.55323
H 7.58374 0.41165 -1.62727
F -3.49661 -1.05875 -7.24537
F 4.70546 4.56084 0.58201
H 0.37426 -0.53287 3.87980
O -1.87280 5.97022 3.59704
C 0.40276 2.51133 -4.06106
C 7.47711 1.92498 -3.15032
O 6.23549 1.80815 -0.90522
O -0.27741 -1.77440 1.78011
O -2.92935 -0.69997 -4.59563
H 8.20696 2.03280 -1.10187
H -1.98674 -2.45823 2.42933
H 6.63248 1.51748 -3.74372
C 4.87655 3.21383 0.51055
H 8.38467 1.39914 -3.54218
H -2.54873 -2.23124 -3.30805
F 2.26234 -2.86967 1.13514
H -2.31948 0.16326 1.14503
Cl -0.34626 -7.20548 4.20252
Cl -4.49834 2.86657 0.52914
H 1.80474 -0.89609 4.74919
C -0.89038 5.42438 4.01515
C 2.26503 1.78839 5.51108
F -8.55874 -1.14775 0.94778
H -1.28762 -0.96483 -3.40287
H 2.21906 -3.54087 -3.77837
C 5.28002 -2.33407 -2.25930

***

Copy entry 3 word for word.
15
Properties=species:S:1:pos:R:3 method="wB97M-V/def2-TZVPD" de_lowest_kj_mol=193.6 e_tot_ha=-764.358742 fmax_ev_per_a=4.16
C -1.08529 0.26875 1.33218
H 1.57679 2.09176 -0.57246
N -1.38625 -1.32427 -0.47608
N 1.16728 1.27107 -1.00931
C 0.91996 0.23228 -0.11901
H -1.57776 0.61143 2.23061
H 0.43376 -2.00002 -1.15146
H 1.73071 0.98520 -1.79970
H -0.29395 -0.61565 -2.04142
H 0.72187 1.22882 1.81577
H -2.82888 -0.92351 0.84867
Cl 2.43739 -0.67472 0.40990
C 0.17891 0.62924 1.09185
C -0.16957 -1.10205 -1.07985
C -1.82498 -0.67835 0.52033